Record 1
{"formula": "C19H42AsF9N6O9PbS", "method": "ωB97M-V/def2-TZVPD", "lumo_energy_ev": 0.1422, "homo_energy_ev": -8.92, "gap_ev": 9.063, "e_tot_ha": -5480.7389, "fmax_ha_per_bohr": 0.071, "total_charge": 0, "e_above_lowest_kcal_mol": 56.3, "elements": ["Pb", "As", "F", "F", "F", "F", "F", "F", "C", "F", "F", "F", "S", "O", "O", "O", "C", "C", "O", "N", "C", "H", "H", "H", "H", "H", "H", "H", "C", "C", "O", "N", "C", "H", "H", "H", "H", "H", "H", "H", "C", "C", "O", "N", "C", "H", "H", "H", "H", "H", "H", "H", "C", "C", "O", "N", "C", "H", "H", "H", "H", "H", "H", "H", "C", "C", "O", "N", "C", "H", "H", "H", "H", "H", "H", "H", "C", "C", "O", "N", "C", "H", "H", "H", "H", "H", "H", "H"], "xyz": [[0.22911, 0.14905, -0.08871], [3.89557, 1.66640, -1.14008], [4.62016, 0.23772, -2.04195], [3.04162, 2.25245, -2.65018], [3.21861, 3.05519, -0.18953], [4.70844, 1.21068, 0.36070], [5.34655, 2.58018, -1.58258], [2.48614, 0.63348, -0.60525], [-2.99910, 2.02520, -3.45833], [-2.04657, 1.63673, -4.31756], [-2.62091, 3.16292, -2.83973], [-4.18288, 2.16924, -4.04731], [-3.10842, 0.66291, -2.07358], [-3.29828, -0.62986, -2.75098], [-1.82332, 0.70402, -1.27586], [-4.29922, 1.12617, -1.34238], [-0.23376, 1.57780, 4.17142], [1.01514, 1.73967, 3.29020], [0.98426, 1.24790, 2.14637], [2.13038, 2.21960, 3.81290], [3.42767, 2.24997, 3.11913], [-0.37264, 0.54788, 4.50016], [-1.09456, 1.99686, 3.65035], [-0.18208, 2.25006, 5.02787], [2.18082, 2.37024, 4.81033], [4.18886, 1.67652, 3.64814], [3.76533, 3.26874, 2.92884], [3.29775, 1.72876, 2.17069], [-0.42604, -4.55800, -1.01654], [-1.16568, -3.24569, -1.34156], [-0.68832, -2.23068, -0.91357], [-2.24578, -3.23627, -2.15531], [-2.99736, -4.36411, -2.63452], [0.04372, -4.98217, -1.90395], [-1.20188, -5.22977, -0.64924], [0.35483, -4.30912, -0.29793], [-2.62094, -2.32328, -2.36934], [-3.37691, -4.99731, -1.83259], [-2.44693, -5.10025, -3.22038], [-3.78849, -4.06772, -3.32325], [1.76557, -1.85166, 3.38354], [1.91346, -2.39842, 1.92819], [1.55399, -1.73672, 0.96217], [2.36158, -3.62601, 1.71374], [2.54534, -4.68077, 2.69694], [1.51830, -2.67211, 4.05720], [1.01736, -1.06766, 3.50030], [2.73210, -1.49996, 3.74439], [2.53680, -3.87070, 0.74962], [1.60277, -5.22769, 2.67337], [2.70248, -4.34126, 3.72073], [3.28665, -5.38901, 2.32687], [-0.26358, -1.05112, -4.61274], [0.70068, -0.20995, -3.76741], [0.66553, -0.23987, -2.57268], [1.39634, 0.67265, -4.39297], [1.28841, 1.03854, -5.77311], [-0.77962, -1.66125, -3.87142], [0.18955, -1.71685, -5.34730], [-1.03931, -0.44671, -5.08288], [2.01655, 1.22293, -3.81622], [1.88972, 0.38245, -6.40245], [1.58624, 2.07698, -5.91815], [0.29331, 1.13377, -6.20761], [-1.52364, 4.14326, 0.35524], [-0.15231, 3.68897, 0.07305], [0.10191, 2.66289, -0.56809], [0.91109, 4.24450, 0.61603], [0.90276, 5.59071, 1.18012], [-2.27560, 3.56619, -0.18295], [-1.66161, 5.18238, 0.05641], [-1.69786, 3.96377, 1.41615], [1.81151, 3.84838, 0.38707], [1.92937, 5.92236, 1.33570], [0.59524, 5.63748, 2.22480], [0.39223, 6.37852, 0.62621], [-3.73660, 0.49884, 2.05965], [-2.64249, -0.54980, 2.07724], [-1.46219, -0.29637, 1.75946], [-2.95986, -1.74677, 2.50096], [-2.09552, -2.96385, 2.48521], [-3.35652, 1.44336, 2.44892], [-4.56462, 0.25572, 2.72551], [-4.12839, 0.68327, 1.05936], [-3.92021, -1.98250, 2.70654], [-2.29391, -3.53956, 3.38925], [-1.03358, -2.74665, 2.37024], [-2.33447, -3.59716, 1.63085]]}

---

Record 2
{"formula": "C19H42Cl2N3O8P2", "method": "ωB97M-V/def2-TZVPD", "lumo_energy_ev": -5.3191, "homo_energy_ev": -11.50, "gap_ev": 6.176, "e_tot_ha": -3118.2391, "fmax_ha_per_bohr": 0.119, "total_charge": 1, "elements": ["C", "C", "Cl", "C", "Cl", "N", "C", "N", "C", "C", "C", "N", "H", "H", "H", "H", "H", "H", "H", "H", "H", "H", "H", "H", "O", "P", "O", "C", "C", "O", "C", "C", "O", "C", "C", "H", "H", "H", "H", "H", "H", "H", "H", "H", "H", "H", "H", "H", "H", "H", "O", "P", "O", "C", "C", "O", "C", "C", "O", "C", "C", "H", "H", "H", "H", "H", "H", "H", "H", "H", "H", "H", "H", "H", "H", "H"], "xyz": [[4.72268, -1.29278, 6.03654], [4.66021, -1.94966, 4.68362], [6.16474, -2.43532, 4.01278], [3.51627, -2.13689, 4.02065], [3.44809, -2.92172, 2.48394], [2.29524, -1.67808, 4.56041], [1.13916, -2.40634, 4.54978], [0.11785, -2.04217, 3.66245], [-1.02051, -1.58475, 4.49867], [-1.41597, -2.70423, 5.51016], [-0.46748, -3.90437, 5.37551], [0.92446, -3.41776, 5.38142], [4.64662, -0.21159, 5.89538], [5.63068, -1.56985, 6.56161], [3.87661, -1.59816, 6.65514], [2.23859, -0.73404, 4.91852], [-0.14592, -2.85158, 3.10014], [-0.63502, -0.74976, 5.08696], [-1.87163, -1.23375, 3.92470], [-2.44714, -3.00373, 5.33063], [-1.38696, -2.27984, 6.51406], [-0.66776, -4.62503, 6.16335], [-0.68941, -4.40182, 4.42583], [1.63043, -4.15596, 5.30867], [0.71690, -1.10657, -4.15904], [0.00492, -1.64228, -2.97990], [1.12535, -2.32958, -2.02964], [2.41684, -1.73833, -1.88977], [2.39279, -0.55124, -0.94576], [-0.72798, -2.96616, -3.59836], [-1.27665, -2.92815, -4.92576], [-0.46664, -3.81411, -5.84535], [-1.12981, -1.46664, -1.83697], [-1.41945, -2.56230, -0.96349], [-1.09610, -2.16223, 0.46384], [2.82183, -1.44885, -2.85988], [3.06809, -2.51891, -1.49410], [1.68939, 0.21072, -1.29193], [3.38341, -0.10221, -0.87104], [2.07839, -0.85893, 0.05432], [-1.31327, -1.90744, -5.30617], [-2.30199, -3.29603, -4.85562], [0.57206, -3.48543, -5.87792], [-0.87201, -3.79560, -6.85757], [-0.47204, -4.84262, -5.48237], [-0.87479, -3.45950, -1.24276], [-2.48222, -2.78081, -1.06739], [-0.14964, -1.62454, 0.51279], [-1.03713, -3.05177, 1.09786], [-1.86590, -1.49942, 0.86530], [-0.07567, 5.64615, -3.16164], [-0.73518, 4.56753, -2.39464], [-2.30638, 4.60942, -2.77653], [-2.72576, 4.92268, -4.10584], [-2.58073, 3.73500, -5.03635], [-0.75613, 5.17367, -0.86770], [0.35378, 5.94374, -0.39368], [-0.05613, 7.38939, -0.21767], [-0.65704, 3.03713, -1.91568], [-1.64482, 2.51692, -1.00873], [-2.40844, 1.39281, -1.67922], [-2.18108, 5.78526, -4.49124], [-3.77406, 5.21327, -4.03524], [-1.54651, 3.38253, -5.06380], [-2.88372, 4.00418, -6.04816], [-3.20259, 2.90350, -4.70151], [1.20525, 5.86470, -1.06992], [0.64939, 5.51758, 0.56835], [-0.40372, 7.80594, -1.16271], [0.78017, 7.98973, 0.14376], [-0.87880, 7.46593, 0.49456], [-2.31958, 3.29319, -0.65967], [-1.10345, 2.14345, -0.13733], [-2.66365, 1.65448, -2.70556], [-3.32786, 1.17280, -1.13365], [-1.80543, 0.48716, -1.71442]]}

---

Record 3
{"formula": "C19H42F15O22S12Zn3", "method": "ωB97M-V/def2-TZVPD", "lumo_energy_ev": -9.1259, "homo_energy_ev": -10.19, "gap_ev": 1.064, "e_tot_ha": -14017.1665, "fmax_ha_per_bohr": 0.073, "total_charge": 1, "e_above_lowest_kcal_mol": 822.9, "elements": ["Zn", "Zn", "Zn", "C", "F", "F", "F", "S", "O", "O", "O", "C", "F", "F", "F", "S", "O", "O", "O", "C", "F", "F", "F", "S", "O", "O", "O", "C", "F", "F", "F", "S", "O", "O", "O", "C", "F", "F", "F", "S", "O", "O", "O", "C", "S", "O", "C", "H", "H", "H", "H", "H", "H", "C", "S", "O", "C", "H", "H", "H", "H", "H", "H", "C", "S", "O", "C", "H", "H", "H", "H", "H", "H", "C", "S", "O", "C", "H", "H", "H", "H", "H", "H", "C", "S", "O", "C", "H", "H", "H", "H", "H", "H", "C", "S", "O", "C", "H", "H", "H", "H", "H", "H", "C", "S", "O", "C", "H", "H", "H", "H", "H", "H"], "xyz": [[-3.35038, -2.12850, -6.05924], [0.86126, -6.85533, -0.26261], [-5.99472, -2.37102, 1.81803], [-4.14442, -8.42691, 4.99259], [-3.35658, -9.49348, 4.90226], [-5.20477, -8.45317, 4.15341], [-4.56035, -8.40947, 6.24315], [-3.09996, -6.84418, 4.69810], [-4.02770, -5.75529, 4.44833], [-2.28683, -6.74009, 5.91527], [-2.36894, -7.12576, 3.44813], [-6.29524, -8.28599, -2.71369], [-5.88922, -8.75214, -3.92039], [-7.60070, -7.91105, -2.67136], [-6.09870, -9.21156, -1.75071], [-5.14301, -6.77249, -2.33493], [-5.16240, -5.84532, -3.49849], [-5.83192, -6.11399, -1.20729], [-3.80541, -7.26634, -2.02303], [0.66080, -8.58223, -7.42885], [1.18081, -8.55467, -8.68507], [-0.62825, -8.76014, -7.52121], [1.13048, -9.66391, -6.87004], [1.16510, -6.94896, -6.41544], [1.18106, -7.35682, -4.99928], [2.51018, -6.49688, -6.88784], [0.03527, -6.03410, -6.61904], [0.57501, 0.70987, -0.17608], [1.73038, 0.91060, -0.85316], [0.86495, 0.76341, 1.09319], [-0.28764, 1.76941, -0.39382], [-0.40545, -0.83286, -0.70402], [-0.69887, -0.69414, -2.11872], [0.40013, -2.02911, -0.47778], [-1.62547, -0.85707, 0.08903], [-9.55923, 0.76331, -4.04916], [-9.43710, 0.05049, -5.14324], [-9.93288, 1.93960, -4.42431], [-10.47030, 0.19095, -3.25408], [-7.88915, 0.81445, -3.09362], [-7.48671, 2.19447, -2.87695], [-7.99781, 0.00951, -1.85181], [-6.91564, 0.11345, -3.95209], [2.36754, 6.43663, 6.83587], [1.49235, 6.77299, 5.28678], [0.82192, 8.12658, 5.46453], [2.94723, 6.91197, 4.15701], [2.95282, 7.33438, 7.03485], [3.05650, 5.59209, 6.84945], [1.63814, 6.24692, 7.62332], [3.31555, 5.90616, 3.95508], [3.80474, 7.43040, 4.58597], [2.56487, 7.40495, 3.26322], [5.84114, -6.90699, 5.40361], [4.02193, -6.78943, 5.19182], [3.77836, -6.53874, 3.69533], [3.65242, -8.48884, 5.61792], [6.07649, -5.87032, 5.64447], [6.19607, -7.41486, 4.50684], [6.23561, -7.61375, 6.13368], [2.72966, -8.90591, 5.21461], [3.63437, -8.62365, 6.69941], [4.45973, -9.02661, 5.12078], [4.95340, 8.98385, -6.61462], [3.66045, 7.75627, -6.68582], [3.90173, 6.94817, -7.95685], [4.16513, 6.74483, -5.17490], [5.89560, 8.48537, -6.84240], [5.06458, 9.37646, -5.60388], [4.74193, 9.72068, -7.38950], [3.65830, 7.13984, -4.29445], [5.23023, 6.91531, -5.01805], [3.89156, 5.69249, -5.25131], [-1.10831, 9.99753, -1.69860], [-2.91523, 10.12678, -2.06007], [-3.16676, 9.69815, -3.52623], [-3.38002, 8.63577, -1.08846], [-0.58753, 9.04837, -1.82508], [-0.96427, 10.29846, -0.66091], [-0.60942, 10.75195, -2.30693], [-2.80074, 7.71322, -1.12649], [-4.42582, 8.38882, -1.27122], [-3.36109, 8.96544, -0.04968], [1.51914, -1.31483, -10.99242], [1.17955, -0.00807, -9.77123], [0.24203, -0.73894, -8.84289], [2.90323, -0.13102, -9.12717], [0.59352, -1.53134, -11.52576], [1.78188, -2.22957, -10.46108], [2.21174, -1.09331, -11.80443], [2.82903, -0.87347, -8.33259], [3.16999, 0.84488, -8.72152], [3.72516, -0.39775, -9.79155], [-3.01541, 1.75297, 6.62538], [-3.99941, 2.42258, 5.23361], [-4.97856, 1.30345, 4.92288], [-4.89647, 3.66696, 6.22293], [-2.43065, 0.88165, 6.33050], [-3.63591, 1.42883, 7.46085], [-2.39006, 2.50066, 7.11325], [-4.29976, 4.04640, 7.05242], [-5.81344, 3.20546, 6.58941], [-5.09087, 4.43051, 5.46974], [7.60676, 0.13824, 8.98381], [6.52359, 0.08397, 7.49226], [5.21904, 0.60713, 8.06134], [7.21964, 1.43783, 6.46683], [7.48551, 1.07009, 9.53613], [8.68088, 0.01723, 8.84336], [7.34557, -0.60376, 9.73834], [7.28115, 2.34740, 7.06432], [6.62602, 1.55568, 5.56029], [8.23674, 1.15131, 6.19941]]}